A molecular structure, C34H55BrN3OP2V, computed with ωB97M-V/def2-TZVPD.

For the relative energy (zero: lowest compared OMol25 entry of this formula, charge and spin), the calculation gives 52.18 kcal/mol. The total energy is -156969.787 eV. The net charge is +1. As for the spin multiplicity: 4. The expectation value of S² is 3.772. The value obtained for the molar mass is 714.6 g/mol. The orbital gap (alpha / beta) comes out at 0.20808 / 0.20060 Eh.

Element x y z (Å)
C 2.411 -1.207 -1.075
C 1.891 0.890 -2.051
C 3.363 -1.443 -2.066
C 2.563 0.497 -3.224
C 3.334 -0.648 -3.212
H 4.020 -2.301 -1.973
H 2.525 1.165 -4.079
H 3.966 -0.896 -4.063
N 1.640 -0.106 -1.106
P 0.610 -2.342 0.864
P 0.751 2.576 -0.188
C 2.291 -2.219 0.086
H 2.568 -3.214 -0.311
H 3.042 -1.967 0.868
C 1.551 2.241 -1.779
H 1.382 2.860 -2.659
C -1.088 3.431 -0.067
C 2.173 3.801 0.146
C -0.262 -3.617 -0.250
C 1.000 -3.159 2.541
C -2.208 2.526 0.459
H -2.028 2.190 1.481
H -3.151 3.103 0.477
H -2.377 1.641 -0.161
C -1.094 4.644 0.869
H -0.865 4.352 1.902
H -0.421 5.451 0.567
H -2.113 5.066 0.885
C -1.456 3.788 -1.498
H -2.442 4.281 -1.521
H -0.740 4.445 -1.997
H -1.524 2.875 -2.099
C 2.173 4.285 1.588
H 2.555 3.519 2.269
H 2.856 5.137 1.662
H 1.203 4.623 1.947
C 3.545 3.151 -0.108
H 3.672 2.225 0.463
H 3.723 2.935 -1.166
H 4.333 3.850 0.204
C 1.977 4.943 -0.859
H 2.252 4.641 -1.870
H 0.951 5.313 -0.905
H 2.615 5.793 -0.602
C -0.303 -3.720 3.135
H -0.088 -4.050 4.164
H -1.088 -2.953 3.188
H -0.682 -4.595 2.591
C 1.539 -2.087 3.501
H 2.483 -1.643 3.160
H 0.808 -1.288 3.674
H 1.737 -2.575 4.470
C 2.070 -4.264 2.456
H 3.035 -3.892 2.089
H 2.231 -4.647 3.476
H 1.770 -5.120 1.847
C -0.007 -3.235 -1.715
H 1.038 -3.389 -2.016
H -0.637 -3.854 -2.373
H -0.268 -2.188 -1.902
C -1.771 -3.546 0.030
H -2.190 -2.582 -0.275
H -2.276 -4.332 -0.556
H -2.011 -3.709 1.089
C 0.214 -5.067 -0.050
H 1.293 -5.186 -0.208
H -0.068 -5.481 0.925
H -0.289 -5.695 -0.804
V 0.061 0.113 0.376
C 1.511 0.421 1.439
O 2.509 0.604 2.046
N -1.699 -0.438 -0.840
C -2.520 -0.661 -1.697
C -2.766 -0.345 -3.234
C -1.860 0.814 -3.643
C -2.316 -1.525 -4.076
C -4.186 0.089 -3.524
H -2.249 1.726 -3.184
H -0.835 0.608 -3.316
H -1.832 0.947 -4.728
H -2.715 -2.486 -3.746
H -2.628 -1.362 -5.107
H -1.219 -1.571 -4.081
H -4.337 0.051 -4.594
H -4.943 -0.522 -3.052
H -4.329 1.121 -3.212
Br -4.110 -2.000 3.850
C -2.806 -0.628 3.595
C -2.596 0.325 4.589
C -1.531 1.214 4.419
C -0.710 1.109 3.293
N -0.946 0.198 2.317
C -2.011 -0.643 2.443
H -3.233 0.334 5.469
H -1.319 1.990 5.149
H 0.117 1.806 3.155
H -2.206 -1.313 1.606

A molecular structure, C39H40CrN2O7, computed with ωB97M-V/def2-TZVPD.

For the relative energy (zero: lowest compared OMol25 entry of this formula, charge and spin), the calculation gives 13.63 kcal/mol. The total energy is -86831.905 eV. The net charge is -1. As for the spin multiplicity: 4. The expectation value of S² is 3.769. The value obtained for the molar mass is 700.8 g/mol. The orbital gap (alpha / beta) comes out at 0.25321 / 0.25670 Eh.

Element x y z (Å)
Cr -0.206 -0.364 -0.169
C 0.571 -0.295 2.955
O -0.481 -0.164 1.996
C -1.557 0.617 2.312
C -1.825 1.076 3.592
C -2.944 1.870 3.811
C -3.789 2.207 2.767
C -3.523 1.744 1.486
C -2.417 0.940 1.256
N -2.068 0.446 -0.026
N -2.979 0.493 -0.882
C -2.733 0.131 -2.175
C -1.455 -0.165 -2.710
O -0.348 -0.216 -2.072
C -1.373 -0.423 -4.128
C -2.461 -0.403 -4.924
C -3.763 -0.109 -4.409
C -4.889 -0.082 -5.250
C -6.133 0.213 -4.753
C -6.270 0.489 -3.384
C -5.184 0.464 -2.544
C -3.895 0.164 -3.033
H 0.234 -0.916 3.787
H 0.875 0.692 3.306
H 1.388 -0.771 2.421
H -1.167 0.824 4.410
H -3.145 2.233 4.811
H -4.649 2.840 2.942
H -4.149 2.006 0.646
H -0.383 -0.651 -4.501
H -2.369 -0.617 -5.984
H -4.753 -0.299 -6.304
H -6.997 0.232 -5.404
H -7.248 0.723 -2.980
H -5.306 0.670 -1.491
C -2.114 5.002 -0.058
C -1.194 3.800 -0.219
O -1.464 2.983 -1.078
C -0.025 3.691 0.676
C 0.302 4.770 1.513
C 1.389 4.757 2.359
C 2.199 3.617 2.386
C 1.910 2.533 1.598
C 0.786 2.510 0.717
O 0.563 1.450 0.036
H -2.925 4.888 -0.773
H -1.589 5.939 -0.256
H -2.517 5.057 0.955
H -0.317 5.656 1.488
H 1.609 5.614 2.982
H 3.066 3.584 3.038
H 2.532 1.645 1.605
C 7.829 -0.730 1.589
C 6.447 -1.022 1.068
C 5.766 -2.169 1.447
C 4.482 -2.442 0.984
C 3.769 -3.699 1.399
C 3.872 -1.535 0.123
C 4.534 -0.369 -0.274
C 3.861 0.601 -1.206
C 5.817 -0.134 0.203
C 2.473 -1.775 -0.412
O 2.282 -2.553 -1.331
O 1.600 -1.034 0.185
H 8.249 -1.597 2.100
H 7.816 0.100 2.299
H 8.508 -0.454 0.780
H 6.243 -2.874 2.122
H 4.312 -4.212 2.194
H 3.660 -4.380 0.553
H 2.761 -3.483 1.757
H 3.578 0.107 -2.138
H 4.519 1.438 -1.441
H 2.938 0.990 -0.769
H 6.335 0.769 -0.107
C -2.544 -3.859 0.202
C -1.159 -3.353 -0.218
C -0.096 -3.957 0.702
C -0.877 -3.751 -1.670
O -1.188 -1.969 -0.109
H -2.611 -4.949 0.143
H -3.306 -3.424 -0.449
H -2.753 -3.549 1.228
H -0.109 -5.050 0.663
H -0.279 -3.643 1.734
H 0.888 -3.614 0.392
H -0.879 -4.838 -1.797
H 0.095 -3.358 -1.971
H -1.647 -3.326 -2.319

C6H14N2 in the gas phase, computed with ωB97M-V/def2-TZVPD.

For the relative energy (zero: lowest compared OMol25 entry of this formula, charge and spin), the calculation gives 24.80 kcal/mol. The total energy is -9428.409 eV. The value obtained for the molar mass is 114.2 g/mol. The orbital gap comes out at 0.32820 Eh. As for the SMILES: C/C(=C\N)C[C@H](C)N.

Element x y z (Å)
C 0.266 1.155 -1.789
C 0.787 0.565 -0.501
C 2.084 0.362 -0.255
N 3.074 0.603 -1.230
C -0.174 0.488 0.661
C -1.285 -0.552 0.537
C -2.157 -0.494 1.804
N -0.735 -1.913 0.424
H -0.815 1.059 -1.850
H 0.517 2.228 -1.794
H 0.864 0.770 -2.618
H 2.430 -0.088 0.662
H 3.558 -0.193 -1.614
H 2.904 1.214 -2.007
H -0.574 1.484 0.870
H 0.387 0.228 1.569
H -1.928 -0.366 -0.324
H -1.827 -1.162 2.610
H -2.250 0.470 2.301
H -3.118 -0.973 1.575
H -1.278 -2.397 -0.280
H -0.730 -2.490 1.249

A molecular structure, C9H18F2LiNO13S2, computed with ωB97M-V/def2-TZVPD.

For the relative energy (zero: lowest compared OMol25 entry of this formula, charge and spin), the calculation gives 53.20 kcal/mol. The total energy is -65041.998 eV. The value obtained for the molar mass is 457.3 g/mol. The orbital gap comes out at 0.37215 Eh.

Element x y z (Å)
Li -18.044 18.160 6.294
N -16.657 16.928 6.137
S -15.142 17.057 6.009
O -14.679 17.770 4.821
O -14.280 16.106 6.690
F -14.987 18.291 7.092
S -16.765 15.331 5.573
O -16.902 14.286 6.567
O -15.973 15.018 4.355
F -18.301 15.453 5.064
C -21.660 17.920 8.082
O -21.092 18.663 9.072
C -19.755 18.955 9.077
O -19.052 18.724 8.110
O -19.420 19.687 10.133
C -20.310 20.138 11.096
H -21.439 18.364 7.111
H -22.738 17.792 8.181
H -21.329 16.889 7.954
H -19.763 20.607 11.914
H -20.876 19.318 11.539
H -20.998 20.834 10.616
C -16.776 20.990 8.829
O -16.142 21.280 7.618
C -16.641 21.024 6.358
O -17.561 20.201 6.040
O -15.849 21.751 5.476
C -16.203 21.814 4.137
H -16.384 20.079 9.282
H -17.853 20.822 8.842
H -16.574 21.842 9.478
H -15.687 22.676 3.716
H -17.250 22.043 3.939
H -15.827 20.886 3.705
C -22.032 19.357 2.640
O -21.377 19.067 3.803
C -20.056 18.604 3.864
O -19.549 18.247 4.937
O -19.488 18.530 2.611
C -18.140 18.169 2.380
H -22.485 18.571 2.035
H -21.334 19.904 2.006
H -22.842 20.079 2.737
H -17.517 18.689 3.107
H -17.810 18.573 1.424
H -18.080 17.081 2.428

A molecular structure, C4H5N2, computed with ωB97M-V/def2-TZVPD.

For the relative energy (zero: lowest compared OMol25 entry of this formula, charge and spin), the calculation gives 142.79 kcal/mol. The total energy is -7194.360 eV. The net charge is +1. The value obtained for the molar mass is 81.1 g/mol. The orbital gap (alpha / beta) comes out at 0.30678 / 0.27884 Eh.

Element x y z (Å)
C -1.623 -0.435 0.018
C 1.383 0.620 0.178
C -0.142 -0.700 0.479
C -0.022 1.219 -0.048
N -1.167 0.894 -0.322
N 0.957 -0.676 -0.181
H -1.969 -1.146 -0.719
H -2.399 -0.551 0.766
H 2.136 1.205 -0.408
H 1.659 0.793 1.214
H 1.186 -1.224 -0.976

C5H7Cl in the gas phase, computed with ωB97M-V/def2-TZVPD.

For the relative energy (zero: lowest compared OMol25 entry of this formula, charge and spin), the calculation gives 28.31 kcal/mol. The total energy is -17819.251 eV. The value obtained for the molar mass is 102.6 g/mol. The orbital gap comes out at 0.38563 Eh. As for the SMILES: C=C(Cl)C1CC1.

Element x y z (Å)
C -1.045 -0.495 -1.705
C -0.262 0.426 -1.145
Cl 0.568 1.658 -2.136
C -0.072 0.536 0.294
C -0.086 -0.675 1.256
C 1.187 0.220 1.078
H -1.114 -0.471 -2.771
H -1.697 -1.131 -1.087
H -0.488 1.424 0.744
H -0.533 -0.509 2.238
H 0.031 -1.667 0.936
H 1.485 0.908 1.841
H 2.024 -0.223 0.456

C2H6N2O2 in the gas phase, computed with ωB97M-V/def2-TZVPD.

For the relative energy (zero: lowest compared OMol25 entry of this formula, charge and spin), the calculation gives 104.49 kcal/mol. The total energy is -9242.786 eV. The value obtained for the molar mass is 90.1 g/mol. The orbital gap comes out at 0.36225 Eh. As for the SMILES: C/C(=N/O)NO.

Element x y z (Å)
C 0.458 -1.452 0.297
C 0.384 0.032 -0.028
N 1.406 0.791 -0.033
O 0.947 2.183 -0.179
N -0.892 0.440 -0.432
O -2.076 0.032 0.264
H -0.042 -2.022 -0.495
H -0.126 -1.613 1.254
H 1.444 -1.769 0.495
H 1.782 2.685 -0.417
H -0.922 1.490 -0.353
H -2.363 -0.798 -0.373

C2N4O in the gas phase, computed with ωB97M-V/def2-TZVPD.

For the relative energy (zero: lowest compared OMol25 entry of this formula, charge and spin), the calculation gives 0.00 kcal/mol. The total energy is -10078.195 eV. The value obtained for the molar mass is 96.0 g/mol. The orbital gap comes out at 0.41492 Eh. As for the SMILES: N#Cc1nnno1.

Element x y z (Å)
N -2.736 -0.119 0.190
C -1.620 0.074 -0.110
C -0.199 0.111 -0.173
N 0.527 1.126 -0.049
N 1.757 0.577 0.122
N 1.834 -0.702 0.106
O 0.437 -1.066 -0.086

A molecular structure, C38H66CsN5O3S, computed with ωB97M-V/def2-TZVPD.

For the relative energy (zero: lowest compared OMol25 entry of this formula, charge and spin), the calculation gives 7.55 kcal/mol. The total energy is -65454.015 eV. The value obtained for the molar mass is 805.9 g/mol. The orbital gap (alpha / beta) comes out at 0.21277 / 0.21552 Eh.

Element x y z (Å)
Cs -0.234 -0.067 -0.365
N -1.680 0.386 2.367
C -0.739 1.302 3.034
C -0.665 2.672 2.357
N 0.245 2.772 1.216
C 1.629 2.732 1.684
C 2.710 2.682 0.615
N 2.631 1.469 -0.203
C -0.003 3.957 0.399
C 0.177 3.731 -1.103
N -1.065 3.219 -1.710
H -2.633 0.603 2.633
H -1.507 -0.569 2.662
H 0.241 0.823 3.048
H -1.013 1.480 4.080
H -0.387 3.412 3.131
H -1.669 2.939 2.017
H 1.752 1.859 2.325
H 1.834 3.621 2.311
H 3.663 2.781 1.149
H 2.640 3.558 -0.036
H 2.627 0.647 0.399
H 3.438 1.394 -0.808
H 0.649 4.786 0.720
H -1.029 4.297 0.565
H 0.961 2.995 -1.275
H 0.492 4.672 -1.569
H -0.881 2.880 -2.648
H -1.728 3.980 -1.811
C 7.376 -3.758 1.299
C 6.083 -4.519 1.623
C 6.276 -5.315 2.922
C 5.811 -5.508 0.491
C 4.935 -3.529 1.801
C 3.801 -3.558 1.060
C 2.769 -2.578 1.221
N 1.630 -2.587 0.525
C 1.090 -3.712 0.036
C 1.285 -5.007 0.602
C 0.585 -6.092 0.178
C -0.362 -5.912 -0.881
C -0.638 -4.716 -1.473
C 0.109 -3.537 -1.042
O -0.051 -2.412 -1.563
C -1.711 -4.574 -2.553
C -2.384 -5.914 -2.851
C -2.810 -3.601 -2.087
C -1.088 -4.065 -3.864
C 0.759 -7.436 0.891
C 2.246 -7.812 0.942
C 0.226 -7.321 2.327
C 0.009 -8.570 0.189
C 2.969 -1.441 2.129
O 2.131 -0.514 2.197
C 4.166 -1.484 2.972
C 5.058 -2.496 2.791
C 4.394 -0.390 4.017
C 5.635 -0.656 4.872
C 4.597 0.961 3.315
C 3.188 -0.306 4.966
H 8.205 -4.460 1.171
H 7.649 -3.062 2.094
H 7.264 -3.187 0.375
H 7.104 -6.020 2.813
H 5.372 -5.880 3.163
H 6.501 -4.663 3.768
H 6.653 -6.197 0.398
H 5.688 -4.998 -0.467
H 4.914 -6.101 0.679
H 3.670 -4.289 0.274
H 1.941 -5.091 1.459
H -0.916 -6.782 -1.204
H -2.883 -6.323 -1.969
H -1.671 -6.655 -3.221
H -3.141 -5.767 -3.624
H -3.265 -3.961 -1.159
H -3.596 -3.548 -2.848
H -2.419 -2.600 -1.926
H -0.335 -4.770 -4.225
H -0.621 -3.094 -3.723
H -1.863 -3.976 -4.632
H 2.828 -7.068 1.488
H 2.660 -7.891 -0.066
H 2.378 -8.773 1.446
H 0.765 -6.555 2.887
H 0.338 -8.272 2.855
H -0.833 -7.052 2.323
H 0.333 -8.688 -0.847
H -1.072 -8.410 0.195
H 0.204 -9.510 0.711
H 5.948 -2.512 3.405
H 6.549 -0.668 4.273
H 5.562 -1.602 5.413
H 5.734 0.143 5.609
H 5.459 0.918 2.644
H 4.778 1.747 4.054
H 3.718 1.225 2.733
H 3.060 -1.250 5.503
H 2.272 -0.091 4.418
H 3.351 0.483 5.705
O -2.634 0.090 -1.616
S -3.701 1.048 -1.178
C -5.169 0.009 -0.934
C -5.686 -0.303 -2.330
C -5.725 1.053 -3.029
C -4.387 1.737 -2.729
H -5.900 0.573 -0.347
H -4.827 -0.852 -0.361
H -6.664 -0.783 -2.304
H -4.988 -0.978 -2.831
H -6.546 1.646 -2.620
H -5.888 0.967 -4.103
H -4.449 2.822 -2.655
H -3.617 1.472 -3.454

7 unconnected molecules or ions with the total composition C14H23Cl4N5, computed with ωB97M-V/def2-TZVPD.

For the relative energy (zero: lowest compared OMol25 entry of this formula, charge and spin), the calculation gives 30.89 kcal/mol. The total energy is -72429.090 eV. The value obtained for the molar mass is 403.2 g/mol. The orbital gap comes out at 0.40459 Eh. As for the SMILES: ClCCCl.ClCCCl.CC#N.CC#N.CC#N.CC#N.CC#N.

Element x y z (Å)
Cl 0.023 1.584 4.285
C -1.255 0.433 4.554
C -2.503 0.595 3.738
Cl -3.401 2.110 4.139
H -1.516 0.528 5.608
H -0.899 -0.593 4.461
H -3.247 -0.180 3.924
H -2.400 0.530 2.655
Cl -1.679 -2.647 -0.522
C -0.617 -1.620 -1.529
C 0.388 -0.696 -0.745
Cl -0.197 0.239 0.651
H -1.280 -1.035 -2.167
H -0.114 -2.344 -2.169
H 0.908 -0.035 -1.439
H 1.254 -1.245 -0.376
C 0.701 1.253 -6.259
C 0.803 0.365 -5.104
N 0.927 -0.359 -4.196
H 1.663 1.480 -6.718
H 0.348 2.250 -5.997
H 0.195 0.717 -7.062
C -3.532 -4.966 1.507
C -3.886 -5.589 2.769
N -4.045 -6.116 3.789
H -4.410 -4.794 0.884
H -2.861 -5.615 0.944
H -2.939 -4.058 1.622
C -1.552 3.683 1.826
C -2.623 4.316 1.093
N -3.509 4.837 0.540
H -1.931 3.813 2.840
H -0.605 4.218 1.753
H -1.577 2.631 1.544
C 3.135 1.823 0.837
C 3.601 3.225 0.781
N 3.893 4.369 0.746
H 2.126 1.831 1.249
H 3.631 1.169 1.553
H 3.077 1.424 -0.176
C 4.202 -1.037 -2.213
C 4.616 -1.625 -3.525
N 4.839 -2.067 -4.549
H 3.710 -0.064 -2.237
H 5.029 -0.969 -1.506
H 3.508 -1.768 -1.799